# 1
DFT (the ωB97M-V functional and the def2-TZVPD basis) results for a cluster of 13 separate species, C21H60N26O14 in total in a non-equilibrium geometry.

Each line ends with the Mulliken charge.
CARTESIAN COORDINATES (ANGSTROEM)
C1 0.1147 -2.2608 4.8586  -1.027
C2 1.2890 -2.6571 3.8309  0.547
C3 2.0364 -4.0221 3.8513  -0.467
C4 3.1714 -4.2815 2.8337  -0.456
C5 3.5855 -3.1793 1.7915  -0.379
C6 2.8724 -1.8104 1.7485  0.516
C7 3.2529 -0.6003 0.7477  -0.338
N1 2.8015 -0.8200 -0.6608  0.416
N2 3.8807 -0.7140 -1.5858  -0.545
C8 1.8427 0.1922 -1.1149  0.214
O1 1.8817 1.4259 -0.8425  -0.611
O2 0.7853 -0.2135 -1.9921  -0.383
C9 1.7137 -1.5685 2.7776  -0.629
H1 -0.5310 -3.1537 5.1835  0.356
H2 0.6142 -1.8317 5.8068  0.246
H3 -0.5480 -1.4228 4.4408  0.280
H4 1.7046 -4.7784 4.6349  0.330
H5 3.7362 -5.2849 2.8724  0.280
H6 4.4353 -3.4310 1.0760  0.286
H7 2.8399 0.3469 1.2422  0.372
H8 4.4140 -0.5081 0.8162  0.052
H9 4.0545 0.2940 -1.7172  0.254
H10 4.7077 -1.2119 -1.2395  0.202
H11 0.1820 0.5789 -2.0576  0.348
H12 1.1311 -0.5764 2.7956  0.165
C10 7.4658 0.4291 -0.1412  0.681
O3 6.3045 0.5423 0.2250  -0.669
N3 8.1898 -0.6997 0.0614  -0.433
N4 8.1305 1.4208 -0.7807  -0.439
H13 9.1452 -0.8128 -0.2316  0.188
H14 7.7299 -1.4611 0.5343  0.216
H15 7.6266 2.2759 -0.9500  0.227
H16 9.0834 1.3472 -1.0888  0.163
C11 -0.9946 3.3261 -2.1181  0.568
O4 -1.0989 2.1025 -2.1401  -0.655
N5 -2.0549 4.1467 -1.9438  -0.373
N6 0.1867 3.9593 -2.2661  -0.310
H17 -1.9873 5.1499 -1.9240  0.180
H18 -2.9568 3.7145 -1.8292  0.190
H19 1.0035 3.3831 -2.3982  0.182
H20 0.2905 4.9589 -2.2515  0.211
C12 1.1976 -2.9349 -5.0007  0.602
O5 2.0726 -3.7435 -5.2968  -0.717
N7 1.2865 -2.1250 -3.9246  0.019
N8 0.0629 -2.7831 -5.7288  -0.338
H21 0.5829 -1.4583 -3.6674  0.041
H22 2.1156 -2.2052 -3.3538  0.084
H23 -0.0442 -3.3690 -6.5402  0.181
H24 -0.6625 -2.1272 -5.5025  0.137
C13 -2.9737 -2.6197 6.8773  0.597
O6 -2.1083 -3.4288 6.5729  -0.702
N9 -2.8761 -1.8200 7.9684  -0.360
N10 -4.1040 -2.4509 6.1526  -0.333
H25 -3.5751 -1.1503 8.2349  0.170
H26 -2.0490 -1.9151 8.5345  0.210
H27 -4.2143 -3.0264 5.3338  0.181
H28 -4.8275 -1.7907 6.3865  0.213
C14 -1.2368 6.9852 -4.5757  0.635
O7 -0.9482 6.6450 -3.4366  -0.662
N11 -2.2159 6.3820 -5.2914  -0.351
N12 -0.6020 7.9941 -5.2193  -0.437
H29 -2.4682 6.6452 -6.2266  0.171
H30 -2.7108 5.6260 -4.8460  0.222
H31 0.1328 8.4672 -4.7190  0.220
H32 -0.8233 8.2884 -6.1530  0.156
C15 -7.0421 0.6893 6.1183  0.619
O8 -6.8387 -0.3192 6.7845  -0.705
N13 -7.4627 0.6399 4.8294  -0.325
N14 -6.8653 1.9376 6.6076  -0.257
H33 -7.6346 1.4527 4.2663  0.165
H34 -7.6057 -0.2726 4.4280  0.175
H35 -6.5535 2.0159 7.5609  0.169
H36 -7.0265 2.7757 6.0785  0.199
C16 2.6152 -5.3582 -9.2659  0.516
O9 2.2601 -5.7131 -10.3810  -0.672
N15 1.7397 -4.9753 -8.3056  -0.282
N16 3.9181 -5.3162 -8.8916  -0.348
H37 2.0133 -4.6798 -7.3823  0.247
H38 0.7619 -4.9923 -8.5438  0.167
H39 4.6014 -5.5933 -9.5768  0.205
H40 4.2294 -5.0278 -7.9811  0.192
C17 -4.0186 -1.0188 -1.4469  0.604
O10 -4.1206 -2.2371 -1.4695  -0.681
N17 -5.0853 -0.1986 -1.2722  -0.263
N18 -2.8306 -0.3807 -1.5955  -0.152
H41 -5.0217 0.8024 -1.2515  0.115
H42 -5.9899 -0.6350 -1.1581  0.227
H43 -2.0142 -0.9557 -1.7279  0.102
H44 -2.7255 0.6192 -1.5803  0.112
C18 11.6351 -0.3555 2.3701  0.649
O11 11.9143 -0.4540 1.1834  -0.649
N19 10.3740 -0.5168 2.8379  -0.317
N20 12.5624 -0.0764 3.3192  -0.395
H45 10.1213 -0.4404 3.8064  0.168
H46 9.6577 -0.7257 2.1601  0.186
H47 13.5121 0.0505 3.0096  0.226
H48 12.3535 0.0085 4.2972  0.163
C19 -8.8132 -1.1749 -0.0177  0.666
O12 -7.5915 -1.1598 -0.0150  -0.678
N21 -9.5527 -0.6920 1.0116  -0.392
N22 -9.5353 -1.6760 -1.0492  -0.385
H49 -10.5563 -0.6954 1.0292  0.150
H50 -9.0517 -0.3112 1.7971  0.194
H51 -9.0210 -2.0449 -1.8329  0.229
H52 -10.5385 -1.6981 -1.0710  0.167
C20 4.5790 -0.5779 -5.6366  0.607
O13 4.8791 -0.9117 -4.5014  -0.622
N23 3.5968 -1.1870 -6.3442  -0.309
N24 5.2053 0.4351 -6.2908  -0.415
H53 3.3375 -0.9261 -7.2780  0.153
H54 3.1060 -1.9469 -5.8934  0.241
H55 5.9417 0.9130 -5.7984  0.233
H56 4.9746 0.7253 -7.2234  0.149
C21 -8.0920 5.0243 7.6330  0.696
O14 -7.2937 4.5434 6.8403  -0.730
N25 -9.2996 5.5062 7.2523  -0.389
N26 -7.8370 5.1166 8.9602  -0.380
H57 -9.9681 5.9044 7.8864  0.166
H58 -9.5259 5.4553 6.2725  0.214
H59 -6.9485 4.7689 9.2823  0.216
H60 -8.4777 5.5073 9.6268  0.168

Properties
Frontier orbital gap = 7.766 eV
Electronic energy = -90165.882 eV


# 2
DFT (the ωB97M-V functional and the def2-TZVPD basis) results for a cluster of 9 separate species, C21H60O9 in total in a non-equilibrium geometry.

Each line ends with the Mulliken charge.
CARTESIAN COORDINATES (ANGSTROEM)
C1 -0.4955 0.4183 -0.3445  -0.308
O1 -0.0965 -0.2517 0.7825  -0.020
H1 -0.2305 -0.1867 -1.2335  -0.094
H2 -0.0895 1.4593 -0.2165  0.092
H3 -1.4965 0.3033 -0.1395  0.480
H4 -0.3665 -1.2117 0.7085  -0.067
C2 -3.3675 -1.4417 2.6845  -0.276
O2 -4.5855 -2.0077 2.3795  -0.514
H5 -2.5645 -2.1457 2.4615  -0.032
H6 -3.3705 -1.3247 3.8205  0.302
H7 -3.0805 -0.5047 2.2845  0.238
H8 -4.7995 -1.2487 1.9665  0.319
C3 1.6995 -2.9227 3.7945  -0.202
O3 0.7855 -3.9587 3.7865  -0.452
H9 1.8415 -2.3797 4.7705  0.302
H10 1.2505 -2.3627 2.8315  -0.071
H11 2.8025 -3.3197 3.6575  0.208
H12 0.9315 -4.6257 4.3935  0.234
C4 -2.6555 1.9553 -4.0965  -1.092
C5 -1.0955 1.8663 -4.1265  0.854
C6 -0.2915 2.7993 -3.3905  -0.946
O4 -0.7505 0.6103 -3.7735  -0.459
H13 -3.1105 2.7753 -4.5265  0.492
H14 -3.0025 1.8063 -3.0515  -0.191
H15 -3.2225 1.1363 -4.4575  0.406
H16 -0.7875 1.8253 -5.1845  0.250
H17 0.6985 2.5143 -3.1905  0.290
H18 -0.7085 3.1373 -2.2925  0.117
H19 -0.0645 3.8433 -3.8765  0.319
H20 0.1115 0.4873 -3.9635  0.056
C7 2.8315 0.2013 -3.2545  -0.993
C8 2.5585 -0.7177 -4.3955  -0.459
C9 2.0665 -2.0237 -3.8315  -1.817
O5 1.5525 -0.2037 -5.1905  -0.624
H21 1.9625 0.4763 -2.4465  -0.109
H22 3.4845 1.1013 -3.4985  0.228
H23 3.6605 0.0603 -2.6695  0.768
H24 3.3095 -0.9527 -4.8745  1.286
H25 2.0845 -2.7677 -4.6145  0.412
H26 1.1535 -2.1207 -3.3485  0.397
H27 2.7165 -2.3287 -3.1405  0.603
H28 2.0365 0.0333 -6.0115  0.307
C10 -0.7675 -3.5397 -0.9385  -1.231
C11 -0.0085 -3.8457 0.2705  0.357
C12 1.4505 -3.5077 0.0585  -0.631
O6 -0.5505 -3.0277 1.3095  -0.332
H29 -0.7775 -2.5447 -1.2125  0.141
H30 -1.8935 -3.8427 -0.7115  0.242
H31 -0.4125 -4.1687 -1.7685  0.449
H32 0.0015 -4.8167 0.6015  0.622
H33 1.8655 -4.2797 -0.6075  0.526
H34 2.0575 -3.4497 1.0235  0.117
H35 1.8985 -2.4217 -0.2505  -0.336
H36 -0.3265 -3.3757 2.0155  -0.047
C13 1.3645 3.9533 5.1945  -1.323
C14 1.5235 3.2223 3.8975  0.717
C15 0.6305 2.0913 3.7285  -0.993
O7 1.2585 4.2213 2.9475  -0.546
H37 0.2855 4.0823 5.3665  0.352
H38 1.9555 4.8343 5.2955  0.362
H39 1.4995 3.2293 6.2555  0.238
H40 2.5235 2.9083 3.8215  0.085
H41 -0.4515 2.2723 3.8835  0.426
H42 0.8485 1.3163 4.4385  0.423
H43 0.7225 1.9343 2.5765  -0.052
H44 1.9365 4.7233 2.9745  0.331
C16 -4.4005 1.8883 -0.0805  -1.167
C17 -5.4025 0.7633 -0.1755  0.419
C18 -4.8275 -0.5087 -0.9005  -0.507
O8 -5.7795 0.3703 1.0465  -0.580
H45 -4.9135 2.8723 0.6555  0.241
H46 -3.9385 2.2033 -1.0605  0.167
H47 -3.6205 1.6323 0.4645  0.272
H48 -6.3365 1.0313 -0.7135  0.374
H49 -5.4775 -1.3437 -0.8545  0.388
H50 -4.0205 -0.6157 -0.4115  -0.210
H51 -4.5435 -0.2057 -2.0445  0.146
H52 -6.7905 0.2583 0.9895  0.362
C19 3.3165 1.9023 0.3895  -1.383
C20 3.4215 0.3743 0.5105  1.907
C21 4.8395 -0.1767 0.6725  -1.640
O9 2.5845 -0.0697 1.4855  -0.439
H53 2.3275 2.2633 0.2435  0.266
H54 3.8035 2.2393 -0.4385  0.622
H55 3.6115 2.2943 1.4595  0.069
H56 2.9095 -0.1147 -0.4145  -0.745
H57 5.6055 0.1213 -0.0945  0.319
H58 4.7885 -1.2727 0.9315  0.313
H59 5.2045 0.2363 1.5565  0.489
H60 1.6945 0.0903 1.4335  0.187

Properties
Frontier orbital gap = 9.771 eV
Electronic energy = -41164.329 eV
SMILES = CC(C)O.CC(C)O.CC(C)O.CC(C)O.CC(C)O.CC(C)O.CO.CO.CO
ΔE to the lowest compared entry with this formula, charge and spin = 305.2 kcal/mol


Question: Among the records above, which one has the lowest frontier orbital gap?
Answer: C21H60N26O14